No. 1
{
  "formula": "C2H7N2",
  "method": "wB97M-V/def2-TZVPD",
  "symbols": ["C", "C", "N", "N", "H", "H", "H", "H", "H", "H", "H"],
  "coordinates": [[-0.406684, 0.383779, 0.831380], [0.452368, -0.820059, -0.592243], [-0.689276, -0.902458, 0.338114], [0.453752, 0.601795, -0.334119], [-1.200888, 1.060066, 1.182500], [0.211050, 0.260219, 2.106119], [1.238036, -1.355271, -0.203139], [0.144769, -1.154558, -1.525128], [-0.885109, -1.505738, 1.132430], [0.020789, 1.188591, -0.969950], [1.368124, 1.051013, -0.212327]],
  "forces_ev_per_angstrom": [[0.86, -0.39, 6.22], [-2.81, -1.61, 1.61], [-1.85, 0.20, 0.46], [2.77, 1.82, 1.32], [0.22, 0.17, -1.29], [-0.81, 0.75, -3.98], [2.60, -0.63, 0.53], [-0.01, -0.13, -2.05], [0.58, -1.00, -1.03], [-1.55, 1.10, -2.22], [0.01, -0.29, 0.44]],
  "orbital_gap_ev": 10.41,
  "total_energy_ha": -189.5422,
  "charge": 1
}

***

No. 2
{
  "formula": "C2H7N2",
  "method": "wB97M-V/def2-TZVPD",
  "symbols": ["N", "C", "C", "N", "H", "H", "H", "H", "H", "H", "H"],
  "coordinates": [[1.244212, 0.210711, -1.559591], [0.688685, 0.379117, -0.355142], [-0.448854, -0.290430, -0.013738], [-1.045087, -0.161154, 1.328874], [0.969269, -0.585770, -2.120449], [2.136815, 0.605639, -1.786071], [1.055463, 1.171560, 0.286425], [-0.945096, -0.935811, -0.719107], [-0.864776, -0.963211, 1.951448], [-0.747819, 0.685295, 1.817206], [-2.042811, -0.115946, 1.170145]],
  "forces_ev_per_angstrom": [[0.37, -0.20, -0.34], [-1.78, -0.44, 0.29], [1.50, 0.56, -0.19], [0.10, -0.36, -0.40], [0.08, 0.24, 0.10], [0.07, 0.19, 0.04], [0.46, -0.16, 0.02], [-0.24, -0.26, 0.37], [0.03, 0.20, -0.24], [-0.04, 0.03, -0.07], [-0.55, 0.19, 0.43]],
  "smiles": "N/C=C/[NH3+]",
  "orbital_gap_ev": 9.50,
  "total_energy_ha": -189.6414,
  "charge": 1
}

***

No. 3
{
  "formula": "C2H7N2",
  "method": "wB97M-V/def2-TZVPD",
  "symbols": ["C", "C", "N", "N", "H", "H", "H", "H", "H", "H", "H"],
  "coordinates": [[0.332499, 0.581768, 0.938744], [-0.460765, 0.636432, -0.935331], [0.814290, -0.527317, 1.287752], [-0.619999, -0.633619, -1.279644], [0.605630, 1.491823, 1.423549], [-1.442306, 1.161389, -0.641747], [0.260880, 1.355725, -1.396263], [1.458782, -0.492438, 2.096205], [-1.555991, -0.941045, -1.123323], [0.435446, -1.364479, 0.760227], [0.171534, -1.268238, -1.130168]],
  "forces_ev_per_angstrom": [[-1.10, 1.18, -3.63], [-0.53, 3.15, 3.83], [-0.30, -0.22, 0.33], [0.70, -1.23, -0.45], [0.32, 0.41, 0.69], [1.57, -0.73, -0.91], [-0.32, -1.07, 0.41], [-0.48, -1.25, -0.53], [-0.16, -0.98, 0.03], [1.08, 0.62, 1.15], [-0.78, 0.12, -0.92]],
  "orbital_gap_ev": 9.91,
  "total_energy_ha": -189.5733,
  "charge": 1
}